Record 1
Molecular formula: C4H7NO2
Method: DFT, the ωB97M-V functional and the def2-TZVPD basis

CARTESIAN COORDINATES (ANGSTROEM)
N (1.695, 0.206, 1.962)
C (0.627, 0.583, 1.190)
O (-0.028, 1.603, 1.301)
C (0.505, -0.154, -0.135)
C (-0.999, -0.315, -0.445)
C (-1.625, -0.194, -1.757)
O (-1.376, -1.471, -1.186)
H (2.325, 0.921, 2.297)
H (2.066, -0.705, 1.763)
H (1.020, -1.096, -0.352)
H (1.091, 0.614, -0.645)
H (-1.636, -0.162, 0.430)
H (-0.989, 0.071, -2.597)
H (-2.675, 0.098, -1.827)

The calculation puts the HOMO energy at -10.01 eV. The SMILES is NC(=O)C[C@H]1CO1. The spin multiplicity is 1. The calculation puts the frontier orbital gap at 0.395 Ha.

Results of the natural (NBO) charge analysis, in e, for atoms 1 through 6:
1 N -0.833
2 C 0.681
3 O -0.598
4 C -0.543
5 C 0.062
6 C -0.106

***

Record 2
Molecular formula: C4H7NO2
Method: DFT, the ωB97M-V functional and the def2-TZVPD basis

CARTESIAN COORDINATES (ANGSTROEM)
C (0.172, 0.325, 1.341)
C (0.569, 0.131, -0.064)
C (1.094, -1.264, -0.175)
O (0.639, -2.212, 0.551)
C (-0.527, 0.327, -1.139)
O (-0.647, -0.415, -2.101)
N (-1.280, 1.410, -0.866)
H (-0.006, -1.737, 1.162)
H (0.931, 0.597, 2.064)
H (-0.859, 0.207, 1.663)
H (1.413, 0.778, -0.361)
H (1.961, -1.566, -0.753)
H (-1.127, 1.856, 0.031)
H (-2.065, 1.661, -1.444)

The calculation puts the HOMO energy (spin up / spin down) at -6.72 / -7.53 eV. The spin multiplicity is 1. The calculation puts the frontier orbital gap (spin up / spin down) at 0.224 / 0.285 Ha.

Results of the natural (NBO) charge analysis, in e, for atoms 1 through 6:
1 C -0.754
2 C -0.480
3 C 0.415
4 O -0.587
5 C 0.680
6 O -0.622

***

Record 3
Molecular formula: C4H7NO2
Method: DFT, the ωB97M-V functional and the def2-TZVPD basis

CARTESIAN COORDINATES (ANGSTROEM)
O (-1.552, -0.782, 1.376)
C (-0.629, -1.222, 0.421)
C (0.421, -0.167, 0.071)
C (-0.066, 1.258, -0.064)
N (0.618, 0.776, 1.148)
C (0.832, -0.139, -1.362)
O (1.873, -0.231, -1.947)
H (-1.042, -0.275, 2.029)
H (-0.101, -2.132, 0.757)
H (-1.192, -1.491, -0.481)
H (-1.019, 1.104, -0.697)
H (0.579, 1.917, -0.648)
H (1.554, 1.179, 1.263)
H (-0.278, 0.204, -1.867)

The calculation puts the HOMO energy at -9.66 eV. The SMILES is O=C[C@]1(CO)CN1. The spin multiplicity is 1. The calculation puts the frontier orbital gap at 0.383 Ha.

Results of the natural (NBO) charge analysis, in e, for atoms 1 through 6:
1 O -0.711
2 C -0.065
3 C -0.092
4 C -0.249
5 N -0.568
6 C 0.444

***

Record 4
Molecular formula: C4H7NO2
Method: DFT, the ωB97M-V functional and the def2-TZVPD basis

CARTESIAN COORDINATES (ANGSTROEM)
C (-0.293, 1.211, -0.938)
C (0.813, 0.267, -0.521)
N (1.630, -0.339, -1.265)
O (0.934, 0.152, 0.845)
C (0.170, -0.827, 1.531)
C (-1.232, -1.014, 0.968)
O (-1.601, -2.041, 0.457)
H (0.014, 1.819, -1.793)
H (-1.189, 0.650, -1.227)
H (-0.548, 1.871, -0.106)
H (1.455, -0.089, -2.240)
H (0.669, -1.801, 1.534)
H (0.088, -0.449, 2.556)
H (-1.914, -0.141, 1.053)

The calculation puts the HOMO energy at -10.15 eV. The SMILES is [H]/N=C(\C)OCC=O. The spin multiplicity is 1. The calculation puts the frontier orbital gap at 0.396 Ha.

Results of the natural (NBO) charge analysis, in e, for atoms 1 through 6:
1 C -0.722
2 C 0.559
3 N -0.622
4 O -0.526
5 C -0.159
6 C 0.397

***

Record 5
Molecular formula: C4H7NO2
Method: DFT, the ωB97M-V functional and the def2-TZVPD basis

CARTESIAN COORDINATES (ANGSTROEM)
C (0.150, 0.578, 1.689)
C (-1.086, 0.289, 0.895)
N (-0.984, -0.432, -0.333)
C (0.198, -0.872, -0.909)
C (1.004, 0.225, -1.713)
O (2.134, 0.440, -1.489)
O (-2.196, 0.626, 1.187)
H (0.599, -0.301, 2.142)
H (-0.135, 1.315, 2.428)
H (0.892, 1.050, 1.045)
H (-1.889, -0.749, -0.681)
H (-0.018, -1.678, -1.612)
H (0.878, -1.233, -0.136)
H (0.454, 0.743, -2.515)

The calculation puts the HOMO energy (spin up / spin down) at -16.03 / -15.80 eV. The charge is +1. The spin multiplicity is 2. The calculation puts the frontier orbital gap (spin up / spin down) at 0.417 / 0.241 Ha.

Results of the natural (NBO) charge analysis, in e, for atoms 1 through 6:
1 C -0.740
2 C 0.650
3 N -0.323
4 C -0.351
5 C 0.448
6 O -0.309

***

Record 6
Molecular formula: C4H7NO2S
Method: DFT, the ωB97M-V functional and the def2-TZVPD basis

CARTESIAN COORDINATES (ANGSTROEM)
O (1.604, 1.162, 0.520)
C (0.685, 0.350, 0.496)
N (0.282, -0.371, 1.578)
C (-0.861, -1.481, 1.555)
O (-0.747, -2.252, 2.606)
C (-0.194, 0.365, -0.729)
C (0.456, 1.333, -1.730)
S (0.396, 0.665, -3.480)
H (0.749, -0.194, 2.485)
H (-0.744, -2.112, 0.613)
H (-1.823, -0.989, 1.313)
H (-0.170, -0.754, -1.187)
H (-1.224, 0.642, -0.631)
H (0.053, 2.353, -1.757)
H (1.538, 1.283, -1.651)

The calculation puts the HOMO energy at 0.49 eV. The SMILES is O=C(CC[S-])NC[O-]. The charge is -2. The spin multiplicity is 1. The calculation puts the frontier orbital gap at 0.209 Ha.

Results of the natural (NBO) charge analysis, in e, for atoms 1 through 6:
1 O -0.709
2 C 0.663
3 N -0.666
4 C 0.168
5 O -0.937
6 C -0.537

***

Record 7
Molecular formula: C4H7NO2S
Method: DFT, the ωB97M-V functional and the def2-TZVPD basis

CARTESIAN COORDINATES (ANGSTROEM)
C (-0.383, 1.907, -1.619)
C (0.679, -0.283, -1.648)
C (-0.393, -0.335, 1.613)
C (0.163, -1.699, 1.954)
H (-0.503, 2.686, -2.373)
H (-1.368, 1.590, -1.271)
H (0.179, 2.335, -0.695)
H (1.261, -0.891, -2.337)
H (-0.081, -1.943, 2.962)
H (-0.265, -2.469, 1.282)
H (1.261, -1.745, 1.878)
N (0.521, -0.770, -0.486)
O (0.325, 0.863, -2.255)
O (-0.192, 0.109, 0.366)
S (-1.205, 0.646, 2.628)

The calculation puts the HOMO energy at -8.72 eV. The SMILES is CO/C=N\OC(C)=S. The spin multiplicity is 1. The calculation puts the frontier orbital gap at 0.340 Ha.

Results of the natural (NBO) charge analysis, in e, for atoms 1 through 6:
1 C -0.260
2 C 0.393
3 C 0.247
4 C -0.709
5 H 0.196
6 H 0.197

***

Record 8
Molecular formula: C4H7NO3
Method: DFT, the ωB97M-V functional and the def2-TZVPD basis

CARTESIAN COORDINATES (ANGSTROEM)
O (-2.485, 0.646, -0.988)
C (-1.458, 0.452, -0.343)
N (-0.393, 1.243, -0.324)
C (0.994, 0.992, 0.301)
O (1.865, 1.309, -0.528)
C (-1.312, -0.742, 0.492)
C (-0.092, -1.014, 1.196)
O (1.033, -0.504, 0.637)
H (-0.287, 1.820, -1.151)
H (0.998, 1.463, 1.303)
H (1.545, -0.529, -2.513)
H (-2.204, -1.342, 0.609)
H (-0.246, -0.653, 2.238)
H (0.006, -2.109, 1.319)
H (2.035, -1.032, -2.249)

The calculation puts the HOMO energy at -8.71 eV. The spin multiplicity is 1. The calculation puts the frontier orbital gap at 0.172 Ha.

Results of the natural (NBO) charge analysis, in e, for atoms 1 through 6:
1 O -0.554
2 C 0.472
3 N -0.567
4 C 0.540
5 O -0.720
6 C 0.295

***

Record 9
Molecular formula: C4H7NO3P
Method: DFT, the ωB97M-V functional and the def2-TZVPD basis

CARTESIAN COORDINATES (ANGSTROEM)
C (1.548, -0.957, 0.243)
C (-1.699, -1.481, 0.444)
C (1.242, 1.279, -0.727)
C (0.666, -0.094, -0.505)
N (2.156, -1.782, 0.795)
O (-0.779, 0.694, 1.790)
O (-1.849, 1.013, -0.505)
O (1.356, 2.057, 0.410)
P (-0.981, 0.239, 0.374)
H (-2.814, -1.544, 0.652)
H (-1.580, -1.764, -0.700)
H (-0.882, -2.016, 1.107)
H (2.104, 1.213, -1.355)
H (0.410, 1.863, -1.323)
H (0.631, -0.563, -1.510)
H (0.470, 1.842, 0.811)

The calculation puts the HOMO energy at -5.42 eV. The SMILES is C[P@](=O)([O-])[C@H](C#N)CO. The charge is -1. The spin multiplicity is 1. The calculation puts the frontier orbital gap at 0.340 Ha.

Results of the natural (NBO) charge analysis, in e, for atoms 1 through 6:
1 C 0.325
2 C -1.049
3 C -0.056
4 C -0.737
5 N -0.396
6 O -1.147

***

Record 10
Molecular formula: C4H7NO3S
Method: DFT, the ωB97M-V functional and the def2-TZVPD basis

CARTESIAN COORDINATES (ANGSTROEM)
C (0.031, -0.042, -0.698)
C (1.423, -1.927, 0.122)
C (-2.211, 0.933, -0.349)
C (-1.555, 0.926, 0.950)
N (-1.156, 0.013, -0.091)
O (3.438, 1.062, 0.362)
O (2.390, -1.139, 0.542)
O (1.066, 0.823, -0.278)
S (2.662, 0.153, -0.397)
H (0.280, -0.453, -1.749)
H (0.679, -2.340, 0.714)
H (-3.169, 0.366, -0.543)
H (-2.064, 1.859, -0.950)
H (-1.154, 1.853, 1.463)
H (-2.089, 0.326, 1.748)
H (1.429, -2.413, -0.846)

The calculation puts the HOMO energy (spin up / spin down) at -7.16 / -7.43 eV. The spin multiplicity is 1. The calculation puts the frontier orbital gap (spin up / spin down) at 0.289 / 0.298 Ha.

Results of the natural (NBO) charge analysis, in e, for atoms 1 through 6:
1 C 0.268
2 C -0.183
3 C -0.237
4 C -0.249
5 N -0.453
6 O -0.888

***

Record 11
Molecular formula: C4H7NO3S
Method: DFT, the ωB97M-V functional and the def2-TZVPD basis

CARTESIAN COORDINATES (ANGSTROEM)
C (2.636, -1.021, -0.724)
C (0.467, 0.019, 0.183)
C (-0.449, 1.000, -0.027)
C (-1.976, 0.643, 0.145)
H (2.060, -1.112, -1.888)
H (3.813, -1.224, -0.720)
H (2.361, -1.919, -0.120)
H (-0.016, -0.979, 0.549)
H (-1.061, 2.892, -0.272)
H (-2.719, 1.465, -0.003)
H (-3.740, -1.716, 0.594)
N (-2.326, -0.470, 0.359)
O (2.727, 0.283, 1.572)
O (-0.182, 2.294, -0.198)
O (-3.718, -0.577, 0.368)
S (2.122, 0.422, 0.181)

The calculation puts the HOMO energy at -8.71 eV. The spin multiplicity is 1. The calculation puts the frontier orbital gap at 0.330 Ha.

Results of the natural (NBO) charge analysis, in e, for atoms 1 through 6:
1 C -0.873
2 C -0.614
3 C 0.351
4 C 0.000
5 H 0.243
6 H 0.258

***

Record 12
Molecular formula: C4H7NO3S
Method: DFT, the ωB97M-V functional and the def2-TZVPD basis

CARTESIAN COORDINATES (ANGSTROEM)
C (0.389, 0.830, -1.041)
C (-0.863, 0.350, -0.349)
C (1.590, 1.117, -0.251)
C (-0.776, -1.065, 0.062)
N (-1.556, -1.613, 1.041)
O (-1.525, -2.861, 1.088)
O (-2.423, -0.956, 1.687)
O (1.331, -0.741, 1.645)
S (2.231, -0.459, 0.495)
H (0.550, 0.078, -1.914)
H (0.142, 1.800, -1.571)
H (-1.007, 1.032, 0.639)
H (-1.819, 0.473, -0.841)
H (2.356, 1.765, -0.826)
H (1.359, 1.878, 0.588)
H (0.020, -1.628, -0.450)

The calculation puts the HOMO energy (spin up / spin down) at -9.41 / -9.48 eV. The spin multiplicity is 1. The calculation puts the frontier orbital gap (spin up / spin down) at 0.289 / 0.286 Ha.

Results of the natural (NBO) charge analysis, in e, for atoms 1 through 6:
1 C -0.433
2 C -0.510
3 C -0.636
4 C 0.144
5 N 0.396
6 O -0.365

***

Computed values of energy above the lowest of the compared OMol25 structures with the same formula, charge and spin (unit: eV) for the preceding records, in sequence: 2.080, 4.060, 5.462, 2.097, 0.001, 2.491, 3.590, 6.981, 0.611, 5.698, 5.194, 5.769.
Computed values of max |F| (unit: eV Å⁻¹) for the preceding records, in sequence: 1.2, 0.9, 3.2, 0.5, 1.5, 3.5, 2.4, 1.4, 4.0, 6.1, 8.0, 4.5.